(1)
DFT (ωB97M-V/def2-TZVPD) results for a structure of composition C3H7N3S2 in a non-equilibrium geometry.

## Properties
- Lowest unoccupied orbital energy: -0.429 eV
- Total charge: 0
- Gap between HOMO and LUMO: 0.27796 Ha

Structure (XYZ):
```
15
Properties=species:S:1:pos:R:3:forces:R:3
C -0.243450 -2.085335 0.201985 -0.32 -3.22 -0.35
C -0.702863 -0.736987 -0.079723 -2.79 3.48 2.13
C 1.447156 0.490774 0.402703 -0.14 -1.73 -2.74
H 0.057703 -2.352449 1.320399 -0.70 0.94 -2.34
H 0.606914 -2.446006 -0.486047 -1.48 0.44 1.10
H -1.398930 -2.459090 -0.082347 3.68 -0.92 1.01
H -1.411166 1.785033 1.074092 0.37 1.24 -1.64
H 1.836830 1.804191 0.789679 -0.92 -4.65 -1.33
H 3.951517 -0.870884 -0.994062 -1.58 1.63 2.73
H 3.775628 0.867379 -0.213462 -1.26 -4.90 0.27
N -0.041870 0.479655 0.152687 3.59 -2.23 -0.29
N 2.080756 -0.624784 -0.147202 -0.06 7.20 2.69
N 3.483563 -0.369518 -0.097225 2.30 2.05 -2.79
S -2.414097 -0.684484 -0.119480 1.04 1.15 -0.70
S -0.653446 2.013461 -0.125261 -1.74 -0.48 2.24
```
Forces are in eV/Å.

Table of natural (NBO) atomic charges, one value per atom, all in e: number 1, C, carries -0.7482; number 2, C, carries 0.1459; number 3, C, carries 0.1748; number 4, H, carries 0.2589; number 5, H, carries 0.2548; number 6, H, carries 0.2773; number 7, H, carries 0.1496; number 8, H, carries 0.2275; number 9, H, carries 0.3755; number 10, H, carries 0.3246; number 11, N, carries -0.6227; number 12, N, carries -0.2683; number 13, N, carries -0.6523; number 14, S, carries -0.1434; number 15, S, carries 0.2460

(2)
DFT (ωB97M-V/def2-TZVPD) results for an isolated molecule of C3H7N3S2 in a non-equilibrium geometry.

## Properties
- Lowest unoccupied orbital energy: 0.081 eV
- SMILES: C/N=C/NC(=S)NS
- Total charge: 0
- Gap between HOMO and LUMO: 0.33280 Ha

Structure (XYZ):
```
15
Properties=species:S:1:pos:R:3:forces:R:3
C -2.977628 -0.276098 0.188644 -3.58 -1.47 -0.87
N -1.671057 -0.704456 -0.459347 0.86 3.54 2.74
C -0.855581 0.314400 -0.346706 -0.62 -0.42 0.88
N 0.534677 0.070827 -0.439719 0.22 -1.30 0.37
C 1.651170 0.904730 -0.085886 1.50 -3.54 -2.12
S 1.746388 2.494998 -0.099501 -0.74 1.58 0.45
N 2.979997 0.216778 -0.053550 -4.81 -2.64 0.44
S 3.110233 -1.542951 -0.140080 -0.03 1.35 0.76
H -3.625779 -0.416470 -0.705015 -0.49 -0.44 0.96
H -3.447761 0.705213 0.557674 2.46 -0.10 -0.65
H -3.416561 -0.905318 1.083588 1.56 0.25 -2.04
H -1.279757 1.312692 -0.048563 1.21 -0.78 -0.30
H 0.540973 -1.012823 -0.514479 1.24 2.42 0.27
H 3.776758 0.782464 -0.125707 1.00 0.84 0.06
H 2.933921 -1.943990 1.188643 0.21 0.70 -0.96
```
Forces are in eV/Å.

Table of natural (NBO) atomic charges, one value per atom, all in e: number 1, C, carries -0.5033; number 2, N, carries -0.4516; number 3, C, carries 0.2757; number 4, N, carries -0.6532; number 5, C, carries 0.2149; number 6, S, carries -0.0686; number 7, N, carries -0.7618; number 8, S, carries 0.1518; number 9, H, carries 0.2037; number 10, H, carries 0.2075; number 11, H, carries 0.2124; number 12, H, carries 0.1927; number 13, H, carries 0.4460; number 14, H, carries 0.4171; number 15, H, carries 0.1166

(3)
DFT (ωB97M-V/def2-TZVPD) results for the ion C3H7N4 with charge +1 in a non-equilibrium geometry.

## Properties
- Lowest unoccupied orbital energy: -3.538 eV
- SMILES: NN/[NH+]=C\N1C=C1
- Total charge: +1
- Gap between HOMO and LUMO: 0.35660 Ha

Structure (XYZ):
```
14
Properties=species:S:1:pos:R:3:forces:R:3
N -2.687946 0.563972 -0.962795 1.31 0.28 2.40
N -1.478473 0.651919 -0.262780 -1.05 -0.54 0.87
N -0.826637 -0.617380 0.212654 -2.74 0.71 -1.06
C 0.325691 -0.758896 0.697924 6.09 -0.19 1.30
N 1.390576 0.083817 0.746341 -0.75 -0.70 0.09
C 2.884558 -0.169864 0.601959 -1.98 1.53 -0.91
C 2.331770 0.737832 -0.146394 -0.02 -0.86 0.28
H -3.501797 0.480214 -0.345958 0.60 -0.06 -0.84
H -2.628164 0.209892 -1.878883 -0.47 -0.80 -0.90
H -0.784180 1.003133 -0.862720 0.82 0.86 -0.95
H -1.392209 -1.237598 0.731507 -1.89 -0.63 -0.07
H 0.587753 -1.686571 1.261217 -0.94 0.63 -0.41
H 3.616120 -0.743115 1.117413 0.39 -0.22 0.08
H 2.162938 1.482645 -0.909486 0.62 0.00 0.12
```
Forces are in eV/Å.

Table of natural (NBO) atomic charges, one value per atom, all in e: number 1, N, carries -0.6406; number 2, N, carries -0.2520; number 3, N, carries -0.3841; number 4, C, carries 0.3319; number 5, N, carries -0.4262; number 6, C, carries 0.0311; number 7, C, carries 0.0168; number 8, H, carries 0.4030; number 9, H, carries 0.3799; number 10, H, carries 0.3536; number 11, H, carries 0.4158; number 12, H, carries 0.2246; number 13, H, carries 0.2780; number 14, H, carries 0.2683

(4)
DFT (ωB97M-V/def2-TZVPD) results for a structure of composition C3H7N4O in a non-equilibrium geometry.

## Properties
- Lowest unoccupied orbital energy: -5.198 eV
- Total charge: +1
- Gap between HOMO and LUMO: 0.36717 Ha

Structure (XYZ):
```
15
Properties=species:S:1:pos:R:3:forces:R:3
C 0.549807 0.283895 -3.150754 -1.57 1.71 2.16
C -1.047863 0.013510 -1.792945 -3.96 -0.68 0.51
C 0.163284 0.842710 0.165631 0.29 1.27 2.47
N -0.772664 -0.114886 -3.026976 -0.01 -0.96 -0.54
N 0.989371 0.794273 -2.023047 2.30 -0.10 -1.23
N 0.014589 0.586444 -1.116696 -1.11 -0.99 -1.17
N -0.808642 0.772000 1.085384 -1.39 -0.54 -1.20
O 1.348834 1.284648 0.517693 -0.82 -0.04 -0.03
H 0.959664 0.441862 -4.116393 0.89 -0.23 -0.36
H -2.144384 -0.204991 -1.399131 2.77 0.48 -0.47
H 0.405673 -1.526848 0.479719 0.06 -1.41 0.89
H 0.399378 -2.152847 0.956894 0.02 1.15 -0.88
H -1.804843 0.537679 0.783142 2.03 0.42 0.75
H -0.605449 0.770769 2.100309 -0.07 0.02 -1.10
H 1.207456 1.915259 1.243081 0.57 -0.10 0.22
```
Forces are in eV/Å.

Table of natural (NBO) atomic charges, one value per atom, all in e: number 1, C, carries 0.2067; number 2, C, carries 0.2064; number 3, C, carries 0.8555; number 4, N, carries -0.3873; number 5, N, carries -0.2199; number 6, N, carries -0.2747; number 7, N, carries -0.7552; number 8, O, carries -0.5581; number 9, H, carries 0.2460; number 10, H, carries 0.2479; number 11, H, carries -0.0806; number 12, H, carries 0.0812; number 13, H, carries 0.4520; number 14, H, carries 0.4588; number 15, H, carries 0.5212

(5)
DFT (ωB97M-V/def2-TZVPD) results for the ion C3H7N4O2S with charge +1 in a non-equilibrium geometry.

## Properties
- Lowest unoccupied orbital energy (alpha / beta): -4.797 / -5.170 eV
- SMILES: NC(=[NH2+])ON([O-])C(=S)C=[NH2+]
- Total charge: +1
- Gap between HOMO and LUMO (alpha / beta): 0.25378 / 0.25199 Ha

Structure (XYZ):
```
17
Properties=species:S:1:pos:R:3:forces:R:3
N -3.246280 -0.385892 0.099393 3.37 -0.64 0.52
C -2.091458 0.244483 0.066972 0.32 -0.93 0.96
N -1.835871 1.372070 -0.462593 -0.12 1.04 -1.50
O -1.130428 -0.363978 0.881580 -0.64 0.33 -0.55
N 0.130010 -0.962590 0.354524 0.64 -1.03 -0.68
O 0.120506 -2.169971 0.188728 -0.72 0.32 0.32
C 1.202431 -0.159861 0.196413 -0.90 3.14 0.58
S 1.038352 1.578872 0.083791 0.56 -0.88 0.36
C 2.522994 -0.694808 0.154259 -0.72 -2.28 -1.95
N 3.467120 0.134935 -0.131563 4.00 -0.15 -0.25
H -4.127585 -0.124211 -0.139051 -2.66 1.47 -1.06
H -3.146173 -1.135522 0.706277 -0.44 -2.04 1.08
H -0.847129 1.672995 -0.289631 0.16 0.35 -0.30
H -2.428452 1.800611 -1.188066 0.38 -0.30 0.79
H 2.642964 -1.814040 -0.014065 0.20 1.48 1.04
H 4.558908 -0.113626 -0.236504 -3.64 0.47 0.36
H 3.170086 1.120534 -0.270469 0.22 -0.37 0.29
```
Forces are in eV/Å.

Table of natural (NBO) atomic charges, one value per atom, all in e: number 1, N, carries -0.7228; number 2, C, carries 0.7923; number 3, N, carries -0.7409; number 4, O, carries -0.3967; number 5, N, carries 0.3391; number 6, O, carries -0.3035; number 7, C, carries -0.0990; number 8, S, carries -0.2766; number 9, C, carries 0.1589; number 10, N, carries -0.6391; number 11, H, carries 0.4280; number 12, H, carries 0.4265; number 13, H, carries 0.4190; number 14, H, carries 0.4387; number 15, H, carries 0.2654; number 16, H, carries 0.4606; number 17, H, carries 0.4499

(6)
DFT (ωB97M-V/def2-TZVPD) results for a structure of composition C3H7N5 in a non-equilibrium geometry.

## Properties
- Lowest unoccupied orbital energy: 0.444 eV
- Total charge: 0
- Gap between HOMO and LUMO: 0.30801 Ha

Structure (XYZ):
```
15
Properties=species:S:1:pos:R:3:forces:R:3
C 0.384001 0.774546 0.874382 -0.14 0.29 -1.46
C -0.736650 0.812157 0.022876 2.02 -0.09 0.52
C 0.624821 -0.821476 -0.683695 0.44 -0.40 -0.25
H -0.112029 1.952716 2.383618 1.86 -0.16 -0.32
H 1.416183 2.208685 1.597037 -0.36 0.12 1.03
H -1.284268 1.733230 0.038827 -0.74 -0.06 -0.47
H -2.247602 -0.692069 -1.860210 -0.39 -0.18 0.34
H -1.804193 -1.241712 -0.223056 0.47 0.21 -3.92
H 0.176102 -2.432295 -1.313545 -1.39 -1.37 -1.77
H 2.571489 -0.513775 0.234861 -5.44 2.16 1.17
N 0.804290 1.518256 2.063422 -2.31 -0.29 -2.21
N -0.434350 -0.028393 -1.272830 -1.83 -1.82 4.04
N -1.514514 -1.171197 -1.345473 0.17 1.86 2.83
N 0.872970 -2.070262 -0.746425 1.28 1.98 0.85
N 1.283749 -0.028412 0.230210 6.37 -2.26 -0.37
```
Forces are in eV/Å.

Table of natural (NBO) atomic charges, one value per atom, all in e: number 1, C, carries 0.3565; number 2, C, carries -0.3083; number 3, C, carries 0.5255; number 4, H, carries 0.3825; number 5, H, carries 0.3817; number 6, H, carries 0.2133; number 7, H, carries 0.3578; number 8, H, carries 0.3586; number 9, H, carries 0.3644; number 10, H, carries 0.4612; number 11, N, carries -0.7996; number 12, N, carries -0.2780; number 13, N, carries -0.6789; number 14, N, carries -0.7017; number 15, N, carries -0.6349

Energy relative to the best compared isomer or geometry (same formula, charge and spin) values, unit kJ/mol, following the record order: 704.8 305.7 638.0 261.5 321.9 512.2.